75
Properties=species:S:1:pos:R:3:forces:R:3:lowdin_charge:R:1 method="wB97M-V/def2-TZVPD" total_energy_ha=-5493.15919 total_charge=+2
Zr -0.260 0.733 -0.590 0.24 0.00 0.17 0.88
S -2.226 2.391 -0.624 0.25 -0.07 -0.18 0.57
C -3.478 1.565 -1.560 0.02 -0.04 0.08 -0.67
C -4.575 2.323 -1.972 -0.02 -0.03 -0.04 -0.11
C -5.558 1.776 -2.777 -0.02 0.00 -0.02 -0.04
C -5.474 0.456 -3.207 0.03 -0.04 0.01 -0.05
C -4.411 -0.325 -2.791 -0.08 0.02 -0.02 -0.10
C -3.435 0.221 -1.959 0.02 0.14 0.13 -0.55
S -2.169 -0.890 -1.394 0.02 0.01 0.00 0.91
C -2.801 -1.482 0.210 -0.08 -0.04 0.00 -0.32
C -2.286 -0.837 1.474 -0.02 0.03 0.05 -0.30
C -2.718 -1.370 2.681 0.00 0.04 -0.08 0.01
C -2.310 -0.783 3.863 0.04 0.05 -0.01 0.00
C -1.500 0.339 3.803 -0.02 -0.05 -0.10 0.00
C -1.109 0.825 2.564 -0.07 -0.09 0.16 -0.31
C -0.337 2.120 2.555 0.03 0.15 0.12 -0.34
S 0.530 2.621 1.042 0.04 -0.16 -0.08 0.92
C 2.230 2.109 1.280 -0.07 -0.01 0.02 -0.52
C 2.899 2.482 2.440 0.06 -0.06 0.02 -0.09
C 4.242 2.174 2.587 -0.04 0.04 0.03 -0.05
C 4.917 1.539 1.553 0.01 -0.03 -0.03 -0.05
C 4.255 1.205 0.384 0.03 -0.03 0.06 -0.11
C 2.895 1.475 0.229 0.02 -0.16 -0.19 -0.65
S 2.130 1.075 -1.328 -0.19 0.42 0.28 0.59
N -1.473 0.226 1.420 0.06 0.06 0.05 -0.03
H -4.642 3.360 -1.670 0.03 0.01 0.03 0.11
H -6.393 2.390 -3.086 -0.01 0.01 0.00 0.12
H -6.235 0.038 -3.850 -0.01 -0.01 -0.01 0.12
H -4.338 -1.359 -3.102 0.01 -0.02 0.01 0.11
H -2.617 -2.557 0.238 0.03 0.02 -0.01 0.10
H -3.883 -1.344 0.154 0.02 -0.04 0.00 0.11
H -3.373 -2.231 2.682 -0.01 -0.01 0.01 0.14
H -2.630 -1.180 4.816 0.00 -0.01 0.01 0.13
H -1.184 0.847 4.704 0.00 0.01 0.02 0.13
H 0.391 2.127 3.365 -0.02 0.01 -0.01 0.09
H -1.035 2.936 2.757 -0.01 -0.02 -0.04 0.11
H 2.389 3.033 3.219 -0.02 0.01 0.01 0.12
H 4.764 2.465 3.488 0.00 0.00 0.01 0.12
H 5.972 1.323 1.648 0.01 0.00 0.01 0.12
H 4.797 0.739 -0.429 -0.02 0.00 -0.03 0.11
C 1.129 -4.410 -1.112 -0.06 -0.05 -0.01 -0.09
C 1.991 -3.173 -1.307 0.06 0.05 -0.04 -0.28
C 2.582 -2.616 -0.020 0.10 0.10 0.04 -0.32
S 1.300 -2.111 1.130 -0.05 -0.05 -0.06 1.06
O 0.640 -0.916 0.418 -0.27 0.12 -0.32 -0.73
C 2.297 -1.361 2.427 0.07 0.09 -0.04 -0.32
C 2.660 -2.380 3.503 0.09 0.08 -0.04 -0.27
C 1.470 -2.798 4.351 -0.04 -0.07 0.10 -0.10
H 0.765 -4.776 -2.069 0.00 -0.01 -0.01 0.09
H 0.257 -4.211 -0.484 -0.01 0.01 -0.01 0.06
H 1.691 -5.217 -0.642 0.03 -0.01 0.01 0.09
H 1.435 -2.378 -1.813 -0.01 -0.02 0.03 0.09
H 2.837 -3.400 -1.959 -0.02 -0.02 0.00 0.13
H 3.191 -1.727 -0.200 0.00 0.00 0.01 0.09
H 3.178 -3.358 0.519 -0.02 -0.04 0.00 0.12
H 1.662 -0.567 2.828 -0.04 -0.04 0.03 0.09
H 3.167 -0.897 1.959 -0.01 0.02 -0.03 0.09
H 3.424 -1.908 4.125 -0.02 -0.04 0.03 0.12
H 3.152 -3.248 3.056 -0.04 -0.02 -0.02 0.11
H 1.068 -1.948 4.904 0.00 0.03 -0.02 0.08
H 1.761 -3.554 5.079 0.00 0.00 0.00 0.09
H 0.663 -3.221 3.748 0.01 -0.01 -0.01 0.06
C -1.882 2.273 -4.228 0.05 -0.08 -0.14 -0.27
As -0.279 1.711 -3.299 -0.02 -0.26 0.11 0.96
C 0.695 3.388 -3.291 -0.10 0.06 -0.06 -0.29
C 0.645 0.644 -4.634 0.03 0.04 -0.15 -0.27
H -1.558 2.717 -5.170 -0.04 -0.01 0.02 0.05
H -2.400 3.020 -3.633 0.02 0.00 0.00 0.03
H -2.546 1.435 -4.433 0.00 0.00 0.04 0.04
H 0.473 3.902 -4.226 0.06 0.01 0.03 0.05
H 1.760 3.194 -3.204 -0.01 0.01 -0.01 0.01
H 0.363 4.004 -2.456 0.00 -0.03 0.00 0.03
H 1.211 1.298 -5.297 -0.04 -0.02 -0.01 0.05
H -0.092 0.096 -5.221 0.02 -0.01 0.04 0.04
H 1.329 -0.064 -4.170 0.00 0.05 0.04 0.01


11
Properties=species:S:1:pos:R:3:forces:R:3:lowdin_charge:R:1 method="wB97M-V/def2-TZVPD" total_energy_ha=-189.67466 total_charge=+1
C -0.357 -0.692 -1.498 -0.14 -0.06 0.01 -0.02
N -0.370 0.238 -0.360 -0.39 -0.48 0.79 0.03
C 0.442 0.087 0.652 0.28 -0.04 0.30 -0.14
N 0.467 0.834 1.730 -0.17 0.08 0.03 0.20
H -0.349 -1.723 -1.152 0.04 -0.04 0.02 0.10
H -1.264 -0.536 -2.068 -0.03 0.06 -0.13 0.10
H 0.508 -0.492 -2.120 0.03 0.02 -0.10 0.10
H -1.230 0.729 -0.144 0.12 0.35 -0.51 0.17
H 1.144 -0.738 0.648 0.27 0.16 -0.38 0.17
H -0.192 1.580 1.901 0.06 0.08 -0.10 0.14
H 1.200 0.712 2.411 -0.09 -0.14 0.06 0.14


40
Properties=species:S:1:pos:R:3:forces:R:3:lowdin_charge:R:1 method="wB97M-V/def2-TZVPD" total_energy_ha=-1393.15655
O 4.827 -0.526 0.359 -2.01 0.22 -2.14 -0.38
S 3.930 -0.657 -0.816 1.64 -0.45 1.63 1.04
O 3.696 0.933 -1.360 -0.64 -0.72 1.38 -0.32
O 2.992 0.854 -2.578 -0.07 -0.17 -0.94 -0.08
O 2.388 -1.060 -0.251 0.61 0.88 0.22 -0.31
C 2.242 -2.482 -0.286 1.48 -0.67 -0.90 -0.28
O 1.660 -2.833 -1.520 -0.48 0.11 0.90 -0.07
C 0.302 -3.226 -1.388 -0.46 -1.15 -0.40 -0.24
O -0.438 -2.433 -0.498 0.33 -0.24 -1.34 -0.12
C -1.177 -1.397 -1.154 -0.83 1.40 1.13 -0.15
C -0.833 -0.074 -0.375 0.26 -1.28 -0.05 -0.22
O -1.705 0.991 -0.721 0.30 -0.44 -0.09 -0.06
H 2.048 0.715 -2.377 0.16 -0.16 0.51 0.10
H 3.272 -2.918 -0.283 -0.69 0.10 -0.01 0.12
H 1.728 -2.888 0.600 -0.13 0.72 -0.42 0.15
H -0.119 -3.228 -2.418 0.28 0.24 0.62 0.14
H 0.253 -4.287 -1.047 0.12 0.74 0.19 0.14
H -0.972 -1.301 -2.236 0.05 -0.21 0.55 0.13
H -2.259 -1.611 -0.985 0.62 0.16 -0.37 0.13
H 0.242 0.142 -0.576 -0.65 0.15 0.18 0.10
H -0.939 -0.342 0.699 0.18 0.26 -0.55 0.12
H -1.787 1.530 0.069 -0.13 0.21 0.03 0.08
C -4.546 -1.128 3.260 -0.08 0.01 -0.03 -0.09
C -3.250 -0.877 2.512 0.00 -0.08 0.41 -0.33
O -2.503 0.165 3.135 0.04 0.16 -0.36 -0.09
H -5.149 -0.219 3.293 0.02 -0.03 -0.08 0.08
H -5.127 -1.919 2.782 0.00 0.00 0.05 0.07
H -4.345 -1.417 4.294 0.01 -0.10 -0.05 0.07
H -3.455 -0.568 1.486 0.11 0.10 0.04 0.11
H -2.635 -1.783 2.482 -0.11 -0.08 -0.14 0.11
H -2.313 -0.111 4.036 0.04 0.02 0.06 0.08
C 1.913 3.950 -0.087 0.01 0.04 0.06 -0.08
C 1.002 3.895 -1.299 0.25 -0.30 0.04 -0.31
O 1.733 3.522 -2.465 -0.25 0.18 -0.03 -0.08
H 2.721 4.665 -0.251 -0.07 0.03 -0.01 0.08
H 1.359 4.244 0.807 0.03 -0.03 0.01 0.07
H 2.377 2.977 0.093 -0.08 -0.01 0.05 0.06
H 0.557 4.872 -1.488 0.03 -0.06 -0.13 0.11
H 0.192 3.173 -1.144 -0.11 0.12 0.10 0.09
H 2.118 2.654 -2.304 0.20 0.30 -0.11 0.02


no.,HOMO-LUMO gap (eV),HOMO (eV)
1,7.2,-13.15
2,11.7,-15.72
3,10.6,-10.02